(1)
Here is 2 unconnected molecules or ions with the total composition C9H21N2O3 from the OMol25 dataset. Energies are from ωB97M-V/def2-TZVPD.

Geometry as ORCA input:
```
! wB97M-V def2-TZVPD RIJCOSX def2/J DEFGRID3
* xyz 1 1
O -3.037 -0.777 2.456
O -1.247 0.604 2.358
O -1.020 -1.436 1.686
N 1.704 -1.096 -2.310
N 0.181 1.348 -1.980
C -2.025 1.664 2.959
C 0.448 -1.035 -1.483
C -2.125 1.502 4.459
C -1.887 -0.551 2.206
C 3.473 0.506 -1.667
C 1.344 1.389 -2.832
C 2.361 0.233 -2.669
C -1.567 -2.751 1.518
C -0.464 0.058 -1.998
H -1.489 2.575 2.703
H 0.684 -0.904 -0.430
H -0.818 -3.324 0.977
H 0.381 1.656 -1.038
H -0.768 -0.170 -3.023
H -1.745 -3.213 2.487
H -1.132 1.431 4.902
H -0.043 -2.002 -1.585
H 1.520 -1.644 -3.149
H 4.262 -0.239 -1.783
H -3.007 1.698 2.490
H -2.495 -2.718 0.953
H 3.122 0.480 -0.637
H 2.824 0.065 -3.640
H 2.397 -1.623 -1.778
H 1.043 1.463 -3.878
H -1.359 0.071 -1.380
H -2.638 2.362 4.889
H 3.921 1.469 -1.892
H -2.684 0.605 4.720
H 1.886 2.306 -2.610
*
```

---

(2)
Here is a molecular structure, C2H2F10K6N2O15S6 from the OMol25 dataset. Energies are from ωB97M-V/def2-TZVPD.

Geometry as ORCA input:
```
! wB97M-V def2-TZVPD RIJCOSX def2/J DEFGRID3
* xyz 2 1
K 0.944 -6.042 1.225
K -4.387 -1.928 0.484
K 2.813 -0.063 2.308
K -3.386 2.321 -2.043
K -0.036 -2.608 -3.993
K 2.987 -2.834 -1.409
S -2.398 -4.353 2.910
S -3.708 1.822 1.882
S 0.042 0.025 -1.626
S 4.833 4.120 -2.351
S 2.489 3.251 -2.016
S -0.260 -1.832 -0.022
F 5.414 5.519 -2.770
F -3.659 -2.205 3.669
F -1.669 -1.810 2.926
F 0.643 0.085 -3.085
F -1.924 -2.685 4.879
F -1.362 0.904 1.107
F 0.045 -3.431 0.064
F -1.487 1.315 3.219
F -1.343 2.913 1.828
F 0.943 3.730 -2.195
O -1.273 0.513 -1.833
O -4.086 0.420 2.013
O 2.543 3.054 -0.600
O -3.431 -4.277 1.884
O -4.156 2.672 2.937
O 5.170 4.015 -0.972
O -2.634 -5.287 3.961
O 3.608 -0.378 -3.433
O -1.044 -4.450 2.338
O 5.375 3.192 -3.286
O 2.521 2.082 -2.868
O -3.931 2.391 0.552
O -1.663 -1.844 0.146
O 0.933 0.795 -0.867
O 0.525 -1.209 0.988
N 0.270 -1.651 -1.493
N 3.235 4.522 -2.600
C -1.867 1.732 2.041
C -2.420 -2.652 3.658
H 3.587 -0.344 -4.399
H 3.205 0.492 -3.161
*
```

---

(3)
Here is a molecular structure, C25H44F3IrN4O8S2Sb from the OMol25 dataset. Energies are from ωB97M-V/def2-TZVPD.

Geometry as ORCA input:
```
! wB97M-V def2-TZVPD RIJCOSX def2/J DEFGRID3
* xyz 1 1
Ir -1.752 0.289 1.404
Sb 2.794 0.454 0.173
S -0.522 -1.290 0.317
S -0.528 2.520 0.644
F -2.568 4.088 0.168
F -2.747 2.878 1.964
F -1.426 4.597 1.939
O -0.299 1.667 1.864
O -4.340 0.888 0.637
O 0.471 3.387 0.150
O -3.371 -0.925 1.404
O -1.878 -0.127 3.382
O -1.166 1.562 -0.292
O -0.020 -2.690 -4.256
O -5.531 -0.829 1.225
N -4.507 -0.232 1.072
N -2.685 -1.992 -1.138
N -0.581 -2.200 -2.128
N -0.834 -0.086 5.327
C -0.708 -2.017 -3.543
C 3.969 3.187 0.939
C 4.019 -1.342 0.015
C -3.509 -2.701 -2.131
C 0.024 -1.616 3.630
C 3.042 1.215 -1.839
C -3.098 1.176 -4.993
C -2.171 -1.024 -5.260
C -2.944 0.016 -5.745
C -4.969 -2.324 -1.933
C 0.168 -0.591 6.273
C -1.396 -1.845 -1.101
C -0.931 -0.580 4.110
C 5.523 -1.152 0.144
C 4.469 1.262 -2.361
C 4.201 1.711 1.235
C -2.479 1.301 -3.758
C 2.137 0.397 -2.760
C -1.576 -0.909 -4.005
C -1.721 0.255 -3.256
C 3.524 -2.368 1.035
C -1.756 0.975 5.740
C -5.277 -0.900 -2.373
C -1.911 3.612 1.206
C 4.088 1.415 2.728
H 4.043 3.414 -0.126
H 0.968 -1.136 3.352
H 4.007 -3.340 0.895
H -3.146 -1.732 -0.265
H 5.916 -0.381 -0.519
H -5.238 -2.466 -0.882
H 6.051 -2.082 -0.081
H -3.181 -2.433 -3.132
H -6.282 -0.606 -2.073
H 5.200 1.428 0.897
H -1.759 1.772 5.000
H 4.868 0.254 -2.499
H 1.175 -0.417 5.896
H 0.052 -0.057 7.210
H -2.017 -1.925 -5.840
H 0.234 -2.348 4.407
H -1.211 0.374 -2.307
H -5.567 -3.044 -2.494
H -5.201 -0.801 -3.457
H 0.024 -1.653 6.462
H 4.514 1.758 -3.335
H 4.300 0.367 2.958
H 2.460 -0.648 -2.805
H 1.093 0.415 -2.428
H -4.581 -0.180 -1.934
H 5.792 -0.874 1.167
H 4.790 2.021 3.307
H 2.979 3.512 1.273
H 3.799 -1.721 -0.990
H 2.443 -2.526 0.978
H -3.697 1.990 -5.380
H -0.382 -2.120 2.761
H -3.347 -3.771 -1.986
H 5.144 1.798 -1.691
H 2.164 0.777 -3.785
H -2.582 2.214 -3.186
H 3.081 1.640 3.094
H 0.365 -2.459 -1.873
H -2.767 0.584 5.843
H 2.644 2.232 -1.773
H 3.756 -2.043 2.053
H -3.415 -0.069 -6.715
H -1.418 1.366 6.693
H 4.706 3.807 1.457
*
```

---

The records above yield electronic energy values of -18790.15129; -225926.04578; -88169.15516 eV, respectively.
The records above yield maximum force values of 0.77; 4.11; 1.12 eV/A, respectively.